Entry 1:
Here is a molecular structure, C39H52CaN4OP2 from the Open Molecules 2025 dataset. Energies are from ωB97M-V/def2-TZVPD.

Its multiplicity is 1. For the orbital gap, the calculation gives 5.302 eV. The calculation puts the HOMO energy at -6.472 eV. As for the total charge: 0.

Element x y z (Å)
Ca -1.364 0.558 0.346
C 1.914 -4.279 0.663
C 1.881 -3.119 1.320
C 2.210 -1.771 0.728
C 1.638 -1.460 -0.674
C 2.606 -1.581 -1.814
C 3.600 -2.482 -1.887
C 3.631 -3.790 -1.152
C 2.258 -4.432 -0.786
C -3.459 0.949 -0.655
H 1.737 -5.206 1.209
H 1.648 -3.086 2.398
H 3.295 -1.563 0.718
H 1.793 -1.031 1.438
H 0.739 -2.057 -0.843
H 1.303 -0.404 -0.667
H 2.477 -0.822 -2.593
H 4.452 -2.319 -2.571
H 4.235 -3.680 -0.239
H 4.180 -4.495 -1.796
H 1.457 -4.060 -1.444
H 2.356 -5.514 -0.973
H -4.058 0.018 -0.654
H -3.250 1.218 -1.706
H -4.071 1.747 -0.196
P -0.393 2.248 -1.637
P 0.808 1.823 2.336
N 0.726 1.855 -2.952
N -0.452 4.067 -2.174
N 2.552 1.754 1.854
N 1.285 3.200 3.510
C 0.879 2.506 -0.356
C 0.240 2.940 0.981
C 0.307 1.311 -4.178
C 1.364 1.389 -5.082
C 2.455 2.037 -4.415
C 2.040 2.310 -3.119
C -1.625 4.762 -2.464
C -1.304 6.004 -3.017
C 0.119 6.086 -3.061
C 0.610 4.909 -2.507
C 3.462 0.728 2.141
C 4.714 1.074 1.659
C 4.600 2.377 1.096
C 3.290 2.782 1.251
C 2.543 3.498 4.045
C 2.553 4.806 4.508
C 1.243 5.330 4.305
C 0.484 4.330 3.714
H 1.588 3.271 -0.683
H 1.491 1.594 -0.270
H 0.479 3.995 1.186
H -0.881 2.922 0.972
H -0.697 0.921 -4.274
H 1.365 1.029 -6.101
H 3.420 2.290 -4.825
H 2.572 2.807 -2.323
H -2.586 4.318 -2.235
H -2.005 6.765 -3.351
H 0.724 6.898 -3.459
H 1.639 4.624 -2.337
H 3.145 -0.140 2.705
H 5.612 0.468 1.722
H 5.397 2.972 0.651
H 2.821 3.721 0.982
H 3.341 2.771 4.048
H 3.402 5.319 4.930
H 0.890 6.319 4.561
H -0.551 4.320 3.397
C -3.749 -3.341 -2.767
C -2.582 -3.741 -1.860
C -1.314 -2.985 -2.198
C -3.014 -3.752 -0.396
C -3.909 -4.771 -0.092
C -4.446 -4.949 1.173
C -4.066 -4.074 2.185
C -3.244 -2.984 1.934
C -3.016 -1.929 3.011
C -3.779 -0.633 2.726
C -3.386 -2.434 4.412
C -2.704 -2.770 0.607
O -2.050 -1.677 0.343
H -3.957 -2.269 -2.676
H -4.660 -3.894 -2.516
H -3.497 -3.558 -3.810
H -2.375 -4.800 -2.077
H -1.450 -1.910 -2.066
H -0.484 -3.327 -1.576
H -1.051 -3.170 -3.243
H -4.194 -5.459 -0.889
H -5.160 -5.751 1.366
H -4.466 -4.237 3.188
H -1.942 -1.688 3.008
H -4.812 -0.706 3.081
H -3.303 0.198 3.267
H -3.819 -0.379 1.660
H -2.867 -3.370 4.647
H -3.106 -1.693 5.168
H -4.471 -2.597 4.486

These are the Löwdin partial charges, in e, on atoms 1 to 2:
1 Ca 1.09
2 C -0.11

---

Entry 2:
Here is a molecular structure, C39H52N4OP2W from the Open Molecules 2025 dataset. Energies are from ωB97M-V/def2-TZVPD.

Its multiplicity is 3. For the orbital gap (spin up / spin down), the calculation gives 6.958 / 2.424 eV. The calculation puts the HOMO energy (spin up / spin down) at -12.510 / -12.510 eV. As for the expectation value of S²: 2.057. As for the total charge: +2.

Element x y z (Å)
W 0.438 0.609 1.190
C -1.762 1.856 -6.793
C -1.845 0.638 -6.248
C -1.046 -0.579 -6.593
C 0.320 -0.335 -7.267
C 1.264 0.535 -6.486
C 1.346 1.871 -6.514
C 0.548 2.823 -7.357
C -0.817 2.317 -7.866
C 1.884 0.494 2.866
H -2.505 2.614 -6.510
H -2.643 0.442 -5.524
H -1.628 -1.237 -7.262
H -0.891 -1.162 -5.672
H 0.802 -1.318 -7.387
H 0.157 0.040 -8.281
H 2.005 -0.027 -5.904
H 2.138 2.362 -5.941
H 1.133 3.133 -8.240
H 0.391 3.744 -6.776
H -1.298 3.160 -8.387
H -0.655 1.552 -8.631
H 1.407 1.234 3.553
H 2.934 0.826 2.700
H 1.884 -0.501 3.349
P 1.917 -0.499 -0.105
P -1.006 -0.736 0.012
N 3.012 0.793 -0.640
N 3.074 -1.792 0.339
N -1.880 0.465 -1.039
N -2.487 -1.682 0.319
C 1.186 -1.122 -1.637
C -0.194 -1.708 -1.309
C 2.787 2.116 -0.266
C 3.700 2.905 -0.962
C 4.471 2.049 -1.805
C 4.018 0.746 -1.589
C 3.934 -1.733 1.436
C 4.630 -2.934 1.527
C 4.183 -3.766 0.454
C 3.231 -3.041 -0.257
C -2.050 1.767 -0.581
C -2.478 2.555 -1.653
C -2.556 1.714 -2.802
C -2.197 0.429 -2.389
C -3.542 -2.026 -0.533
C -4.351 -2.961 0.108
C -3.764 -3.214 1.389
C -2.632 -2.417 1.488
H 1.863 -1.858 -2.085
H 1.127 -0.253 -2.317
H -0.826 -1.751 -2.205
H -0.116 -2.722 -0.885
H 2.017 2.385 0.472
H 3.786 3.976 -0.852
H 5.252 2.355 -2.482
H 4.319 -0.196 -2.023
H 3.989 -0.833 2.030
H 5.375 -3.174 2.271
H 4.520 -4.765 0.227
H 2.675 -3.307 -1.141
H -1.863 2.007 0.464
H -2.713 3.609 -1.592
H -2.832 2.006 -3.807
H -2.139 -0.484 -2.968
H -3.660 -1.567 -1.501
H -5.255 -3.409 -0.281
H -4.130 -3.888 2.147
H -1.919 -2.255 2.280
C -2.951 3.050 4.861
C -1.588 2.545 4.373
C -0.553 3.657 4.540
C -1.154 1.281 5.093
C -0.947 1.308 6.463
C -0.509 0.176 7.147
C -0.244 -1.012 6.468
C -0.437 -1.100 5.098
C -0.169 -2.383 4.344
C 1.230 -2.920 4.635
C -1.250 -3.437 4.612
C -0.830 0.079 4.372
O -0.784 0.072 3.070
H -2.921 3.286 5.933
H -3.726 2.294 4.699
H -3.220 3.951 4.299
H -1.679 2.314 3.301
H -0.412 3.899 5.603
H 0.418 3.347 4.137
H -0.886 4.559 4.013
H -1.145 2.241 6.999
H -0.364 0.218 8.223
H 0.108 -1.904 6.995
H -0.212 -2.121 3.276
H 1.343 -3.159 5.702
H 1.412 -3.836 4.056
H 1.995 -2.177 4.373
H -2.240 -3.047 4.348
H -1.050 -4.336 4.014
H -1.266 -3.717 5.675

These are the Löwdin partial charges, in e, on atoms 1 to 2:
1 W 0.91
2 C 0.07